(1)
ORCA calculation (the ωB97M-V functional and the def2-TZVPD basis) on a cluster of 2 separate species, C3H2F2O in total.

XYZ file:
```
8
Properties=species:S:1:pos:R:3
C -1.3932 0.8112 0.4535
C -0.3138 0.2816 0.5079
C 0.8491 -0.4631 0.3305
O 1.0715 -0.9725 -0.8187
F 2.0921 1.4313 -0.3078
F 1.6782 -0.7562 1.3221
H -2.3857 1.0552 0.5444
H 2.0050 -1.0721 -0.7700
```

Values from the calculation:
Lowest unoccupied orbital energy (spin up / spin down) ... -1.783 / -1.784 eV
HOMO (spin up / spin down) ... -9.6 / -9.6 eV
Gap between HOMO and LUMO (spin up / spin down) ... 7.85 / 7.84 eV

(2)
ORCA calculation (the ωB97M-V functional and the def2-TZVPD basis) on a structure of composition C3H2F2O.

XYZ file:
```
8
Properties=species:S:1:pos:R:3
C -0.3248 -1.1052 0.2622
C -0.2949 0.0753 -1.2715
C 0.0679 0.3406 0.8118
O -0.2859 1.0438 -0.3413
F 0.7518 -1.9319 0.4964
F -0.6193 0.4516 -2.4930
H -0.4241 0.8527 1.7166
H 1.1293 0.2730 0.8188
```

Values from the calculation:
Lowest unoccupied orbital energy (spin up / spin down) ... -0.242 / -0.243 eV
HOMO (spin up / spin down) ... -8.6 / -8.6 eV
Gap between HOMO and LUMO (spin up / spin down) ... 8.38 / 8.38 eV

Which of them is the most stable, and which is the least stable? (1) and (2), in that order.

(1)
ORCA calculation (the ωB97M-V functional and the def2-TZVPD basis) on an isolated molecule of CH3N5.

XYZ file:
```
9
Properties=species:S:1:pos:R:3
N 1.4687 -0.0625 0.0163
N 0.1364 -0.1416 -0.1033
C -0.6624 0.8776 -0.1319
N -1.9180 0.4416 0.0142
N -1.7868 -0.9000 0.0436
N -0.5503 -1.2794 -0.0953
H 2.0480 -0.6690 -0.6285
H 1.8380 -0.1890 0.9059
H -0.5735 1.9224 -0.0210
```

Values from the calculation:
Structure (SMILES) ... Nn1cnnn1
Lowest unoccupied orbital energy ... 0.769 eV
HOMO ... -10.4 eV
Gap between HOMO and LUMO ... 11.13 eV

(2)
ORCA calculation (the ωB97M-V functional and the def2-TZVPD basis) on an isolated molecule of CH3N5.

XYZ file:
```
9
Properties=species:S:1:pos:R:3
N -1.7525 -0.0189 0.2039
C -0.4302 -0.2210 0.1320
N 0.0350 0.9339 -0.4524
N 1.3087 0.8977 -0.4820
N 1.6052 -0.2594 0.0339
N 0.5646 -1.0303 0.4412
H -2.4175 -0.7783 0.3670
H -1.4775 1.0160 -0.3553
H 2.5643 -0.5397 0.1116
```

Values from the calculation:
Structure (SMILES) ... Nc1nn[nH]n1
Lowest unoccupied orbital energy ... 1.200 eV
HOMO ... -8.8 eV
Gap between HOMO and LUMO ... 10.02 eV

(3)
ORCA calculation (the ωB97M-V functional and the def2-TZVPD basis) on an isolated molecule of CH3N5.

XYZ file:
```
9
Properties=species:S:1:pos:R:3
H -1.4297 0.9423 1.5606
N -1.1328 1.5422 0.7180
C -0.4746 0.7687 0.0424
N 0.0986 0.9489 -1.2042
N 0.7634 -0.0660 -1.4905
N 0.7032 -1.0582 -0.5871
N -0.0013 -0.5278 0.5050
H 0.8072 -1.9729 -0.9284
H 0.6660 -0.5771 1.3842
```

Values from the calculation:
Structure (SMILES) ... [H]/N=c1/nn[nH][nH]1
Lowest unoccupied orbital energy ... 0.339 eV
HOMO ... -9.3 eV
Gap between HOMO and LUMO ... 9.62 eV

Which of them is the most stable, and which is the least stable? (1) and (3), in that order.

(1)
ORCA calculation (the ωB97M-V functional and the def2-TZVPD basis) on an isolated molecule of C5H8N2O3.

XYZ file:
```
18
Properties=species:S:1:pos:R:3
H 0.2371 2.6599 0.2464
N 1.1723 2.3590 -0.0296
C 1.1627 1.1333 -0.3638
O 2.3132 0.5387 -0.6816
C 0.0561 0.1094 -0.1105
C -1.3360 0.7403 -0.2206
N -2.1574 0.1252 -1.0736
O -1.6398 1.7129 0.4652
C 0.2410 -0.7303 1.1829
C 0.3520 -1.9155 0.2167
O 0.1955 -1.0480 -0.9273
H 2.9570 0.8416 0.0137
H -3.1043 0.4573 -1.1922
H -1.8337 -0.6796 -1.5942
H 1.1480 -0.4940 1.7476
H -0.6266 -0.7316 1.8499
H 1.3233 -2.4263 0.1995
H -0.4605 -2.6521 0.2716
```

Values from the calculation:
Structure (SMILES) ... [H]/N=C(/O)[C@]1(C(N)=O)CCO1
Lowest unoccupied orbital energy ... 0.630 eV
HOMO ... -9.5 eV
Gap between HOMO and LUMO ... 10.16 eV

(2)
ORCA calculation (the ωB97M-V functional and the def2-TZVPD basis) on a structure of composition C5H8N2O3.

XYZ file:
```
18
Properties=species:S:1:pos:R:3
C 4.7622 -0.3413 11.4059
C 4.4104 -0.6625 10.0021
N 4.3321 -1.8165 9.4166
C 3.8732 -1.5514 8.1351
C 3.6778 -0.2148 8.0225
N 3.3873 0.6319 6.9566
C 4.7540 1.3387 6.0244
O 5.9397 1.1736 6.2112
O 4.0877 0.3614 9.1860
H 3.9034 0.1101 11.9229
H 5.0516 -1.2601 11.9255
H 5.5906 0.3796 11.4397
H 3.8888 -2.2809 7.3303
H 2.5938 1.2560 7.0709
H 4.3277 2.3335 5.7902
H 3.1618 -0.2242 5.6827
O 3.8580 0.0283 4.6258
H 3.0924 0.6071 4.4382
```

Values from the calculation:
Lowest unoccupied orbital energy ... 0.440 eV
HOMO ... -8.9 eV
Gap between HOMO and LUMO ... 9.36 eV

Which of them is the most stable, and which is the least stable? (1) and (2), in that order.

(1)
ORCA calculation (the ωB97M-V functional and the def2-TZVPD basis) on an isolated molecule of C3H7ClN2O2.

XYZ file:
```
15
Properties=species:S:1:pos:R:3
C 0.0356 -0.4574 -2.1211
C -0.0075 -0.6135 -0.5247
C 0.4039 0.7227 0.0894
N 0.3582 0.5641 1.5462
Cl 1.7623 -0.1742 2.1386
N -0.7397 0.4247 2.2783
O -1.7438 0.7967 1.7507
O -0.5788 -0.0422 3.3584
H -0.7929 0.2023 -2.4528
H 1.0597 -0.1509 -2.6347
H -0.4035 -1.4173 -2.6006
H 0.7252 -1.2293 -0.1415
H -0.8906 -1.0058 -0.0771
H 1.2759 1.0377 -0.3267
H -0.4640 1.3424 -0.2825
```

Values from the calculation:
Structure (SMILES) ... CCCN(Cl)[N+](=O)[O-]
Lowest unoccupied orbital energy ... 0.521 eV
HOMO ... -10.1 eV
Gap between HOMO and LUMO ... 10.59 eV

(2)
ORCA calculation (the ωB97M-V functional and the def2-TZVPD basis) on a structure of composition C3H7ClN2O2.

XYZ file:
```
15
Properties=species:S:1:pos:R:3
C -1.7043 1.0662 0.1118
C -0.3514 0.6231 0.7005
C 1.9143 -0.2104 -0.8510
N 0.1888 -0.4309 -0.0551
N -0.0666 -1.6791 0.1081
O -1.0892 -1.9509 0.7578
O 0.6639 -2.5036 -0.3476
Cl 2.7226 1.1159 -0.1003
H -1.7188 0.8727 -0.9402
H -2.5338 0.3098 0.4416
H -1.8739 2.0919 0.3258
H 0.3686 1.5121 0.6246
H -0.5034 0.4515 1.8286
H 1.8353 0.0392 -1.9154
H 2.1480 -1.3075 -0.6892
```

Values from the calculation:
Lowest unoccupied orbital energy ... 0.371 eV
HOMO ... -10.2 eV
Gap between HOMO and LUMO ... 10.54 eV

Which of them is the most stable, and which is the least stable? (2) and (1), in that order.

(1)
ORCA calculation (the ωB97M-V functional and the def2-TZVPD basis) on a cluster of 18 separate species, H37O18 in total.

XYZ file:
```
55
Properties=species:S:1:pos:R:3
O -0.4863 -0.6914 -3.9366
H 0.4895 2.8279 -1.0492
H 2.5394 4.5009 -1.1699
O 1.8442 4.6025 -1.8253
H -0.8491 0.2224 -3.9718
O -1.7169 1.0646 -2.6215
H -1.4143 1.0360 -1.6917
H -2.3211 -0.9364 -5.2773
O 2.9066 -4.0534 2.1902
H 3.4246 -3.2995 2.5103
H 3.6257 -4.6802 2.0479
O -3.6865 -1.9876 -1.3183
H -3.9277 -2.7267 -0.7584
H -2.9076 -1.5135 -1.0536
O -0.4718 -1.4901 -1.0096
H -0.2900 -2.4475 -0.9205
H -0.6380 -1.3126 -0.0744
O -4.3004 0.0423 -3.7305
H 3.2178 0.7802 -0.0622
H -2.1612 -1.3341 2.2046
O 0.2845 3.6200 3.1751
H 0.5786 2.9831 3.8173
H 0.1653 3.1262 2.3563
O -0.0869 -2.5003 3.6048
H -0.6887 -2.6940 4.3367
H -0.3448 -0.7556 -2.9810
O -3.1183 -1.3433 2.2787
H -5.0486 -0.0528 -3.1302
H -3.2710 -0.9570 3.1420
O 0.2857 0.9699 1.7078
H 1.0988 0.5061 1.4974
H -0.1564 0.5941 2.4707
O 1.4573 -3.1753 -0.4667
H 2.1286 -3.1190 -1.1464
H 1.8167 -2.9708 0.3944
O -0.2344 2.3416 -0.6512
H 0.7238 -2.4643 4.1119
H -0.0199 1.9257 0.1650
O 0.4074 1.0705 5.1166
H 0.8518 0.7812 5.9248
H 0.8497 1.9143 5.0105
O 2.2891 5.3872 1.3028
H 1.4704 5.7929 1.5916
H 2.9029 5.2479 2.0239
O -2.6430 -1.5726 -4.6093
H -1.6991 -1.6938 -4.1583
H -3.2606 -0.8523 -4.0933
O 2.6393 0.1567 0.3802
H -1.8813 2.0186 -2.6216
H 3.1776 -0.6429 0.4486
O 4.0729 -2.4067 -0.1371
H 3.7288 -3.0527 0.4796
H 4.7851 -2.7100 -0.7019
H -3.5068 0.3280 -3.2235
H 1.2939 5.3423 -1.6048
```

Values from the calculation:
Lowest unoccupied orbital energy ... -2.423 eV
Net charge ... +1
HOMO ... -13.2 eV
Gap between HOMO and LUMO ... 10.78 eV

(2)
ORCA calculation (the ωB97M-V functional and the def2-TZVPD basis) on a cluster of 18 separate species, H37O18 in total.

XYZ file:
```
55
Properties=species:S:1:pos:R:3
O -0.8666 -1.5762 3.1627
H -3.9824 -0.3517 -0.4961
H -0.0669 -1.2232 2.3611
O 0.8275 -0.1212 2.1564
H -1.4222 -0.6321 2.8537
O -1.6108 0.9446 1.4357
H -1.3685 1.7833 0.9757
H -2.7127 0.8301 1.1877
O 4.1912 1.3032 -1.7359
H 5.0402 1.9838 -1.9331
H 4.1882 0.6653 -2.5461
O -4.3831 0.7504 3.4518
H -5.0106 1.1776 2.7881
H -4.0195 1.2528 4.2316
O 0.1114 -3.5950 0.0274
H 0.5876 -3.1652 -0.6489
H 0.8642 -4.2439 0.2667
O -2.7554 3.1794 -2.4995
H -3.4401 2.7126 -1.8698
H -3.5021 3.2431 -3.1658
O -0.4314 3.4163 -0.3309
H 0.1111 2.6689 -0.4562
H -1.2324 3.2109 -0.9087
O 1.6562 -3.0533 3.4224
H 1.0157 -3.6888 3.1440
H -0.1062 -1.1999 3.9188
O 2.5310 -1.0991 -1.6566
H 2.3553 -0.8487 -2.5528
H 2.8125 -2.0018 -2.0193
O 0.4850 0.3018 -2.9842
H -0.3760 -0.0293 -3.2630
H 0.1043 1.1191 -2.8040
O 2.9161 3.7750 -1.6561
H 3.4765 3.3122 -1.1314
H 1.9223 3.7574 -1.3290
O -3.9094 -0.2398 0.5416
H 2.2594 -3.6807 3.9404
H -4.2714 -0.9555 0.9404
O 4.7168 -3.7104 -1.3612
H 5.1873 -2.9760 -1.1634
H 4.6151 -4.1674 -0.4592
O 1.4534 0.6333 -0.4126
H 2.4389 0.4514 -0.5874
H 0.7654 0.2056 -0.9956
O -2.2372 0.3703 -4.1058
H -2.5909 0.0624 -3.2497
H -2.6365 1.1640 -4.4777
O 0.5403 0.7453 4.5459
H 0.3671 1.2230 5.2998
H 1.4753 0.8771 4.4581
O -3.1345 -1.8352 -1.9890
H -3.3383 -2.7691 -1.8907
H -2.2110 -1.8986 -1.7329
H 1.4501 -0.1562 1.4408
H 0.4467 0.7729 1.7756
```

Values from the calculation:
Lowest unoccupied orbital energy ... -2.787 eV
Net charge ... +1
HOMO ... -12.6 eV
Gap between HOMO and LUMO ... 9.80 eV

(3)
ORCA calculation (the ωB97M-V functional and the def2-TZVPD basis) on a structure of composition H37O18.

XYZ file:
```
55
Properties=species:S:1:pos:R:3
O -3.1511 0.6609 1.9428
H 1.3176 -0.3061 4.4472
H -2.3531 0.4795 1.0399
O -2.2564 0.0487 -0.2474
H -3.0005 0.0092 2.5657
O -0.8043 -1.7972 1.4626
H -0.3656 -2.6207 1.0898
H -0.2153 -1.5425 2.0114
O 0.6899 0.3042 -4.6565
H 0.7405 0.6456 -5.4680
H 1.3002 -0.1618 -4.1579
O -1.7946 -2.6046 4.3825
H -1.9679 -2.7141 5.2890
H -1.2704 -3.1356 3.7687
O -0.7155 3.2065 0.9183
H -0.2271 2.6908 0.1125
H -1.3805 3.7014 0.4458
O 3.9502 -2.9880 1.1785
H 3.3579 -3.7626 1.0379
H 4.5993 -3.6585 1.1850
O 1.0069 -3.1329 -0.8166
H 0.8800 -2.4103 -1.4462
H 1.9432 -3.2070 -0.8661
O -4.1750 2.5447 0.2037
H -4.6363 3.2743 0.5863
H -3.6606 0.1144 1.3492
O 0.7883 1.9513 -2.4884
H 1.7685 2.2501 -2.6451
H 0.3367 2.8713 -2.7807
O 2.6989 0.6984 -1.3975
H 2.8236 1.2387 -0.5348
H 3.1139 -0.1806 -1.0565
O 1.4075 -2.2180 -4.2172
H 1.3500 -1.4911 -3.3516
H 1.0765 -2.9863 -3.8052
O 0.7675 -0.8241 3.9562
H -4.7540 2.3803 -0.5184
H -0.0783 -0.9051 4.2144
O -0.5655 4.9629 -3.3208
H -0.7988 4.2889 -4.0588
H -1.2716 5.2930 -2.9291
O -0.0811 -0.2013 -1.4483
H -0.3979 0.2409 -2.3605
H 0.8304 0.0730 -1.4728
O 4.4119 0.0939 1.1966
H 4.2002 0.3768 2.1002
H 4.7121 -0.6075 0.8270
O -4.5510 -1.5899 0.3734
H -4.5658 -2.2419 1.1393
H -4.3769 -2.1282 -0.3619
O 2.5146 1.5513 2.9222
H 2.1559 2.3856 3.2308
H 1.8938 1.5140 2.1494
H -1.4462 0.2928 -0.7818
H -1.7750 -0.7276 0.0617
```

Values from the calculation:
Lowest unoccupied orbital energy ... -2.622 eV
Net charge ... +1
HOMO ... -13.1 eV
Gap between HOMO and LUMO ... 10.50 eV

Which of them is the most stable, and which is the least stable? (1) and (3), in that order.